No. 1
Molecular formula: C9H10NO6Pt
Method: DFT, ωB97M-V with the def2-TZVPD basis set

```
27
Properties=species:S:1:pos:R:3:forces:R:3
O -0.159 4.922 -4.520 0.3342 -1.0804 0.5770
C 0.110 3.975 -3.966 -0.3347 0.9917 -0.4727
Pt 0.193 -0.045 -0.985 0.0535 -2.5364 1.4979
O 0.669 2.699 0.081 -1.0157 -2.2439 -4.5450
C 0.450 1.856 -0.722 1.4045 2.7813 5.6991
C 0.401 -2.898 0.697 0.1696 -0.9000 0.0483
O 0.511 -3.982 0.973 0.0946 0.5763 -0.5735
C 2.104 -0.690 -1.231 4.1836 1.1443 -3.0617
O 3.196 -0.695 -1.617 -4.1011 -0.4784 2.0106
C -1.628 -0.189 -0.227 -7.4305 1.1073 2.3866
O -2.704 -0.139 0.309 7.1013 -0.5552 -3.2608
H 0.223 1.338 -1.957 -0.2074 1.3414 -1.4157
C 0.894 -2.996 5.024 -0.5473 -0.5202 0.9033
N -0.195 -2.504 4.203 -0.7726 -2.7429 -0.5052
C -1.374 -3.365 4.065 -0.3091 -0.2710 1.3190
C 0.128 -1.759 3.102 0.0548 2.6625 -0.9649
C 1.286 -0.815 3.245 0.0111 0.0401 -1.0530
O -0.659 -1.916 2.097 1.3217 0.0884 1.8040
H 0.502 -3.830 5.618 0.1736 0.3102 -0.0074
H 1.308 -2.230 5.678 0.1576 0.3593 0.0579
H 1.708 -3.391 4.395 0.0571 0.1651 -0.1659
H -2.308 -2.784 4.132 0.0590 0.1585 -0.1502
H -1.389 -3.929 3.120 0.1753 0.2911 -0.0437
H -1.342 -4.077 4.887 -0.2323 0.0572 -0.0100
H 2.218 -1.397 3.275 0.0335 0.0836 0.0435
H 1.336 -0.135 2.382 -0.0907 -0.2613 0.2754
H 1.252 -0.210 4.183 -0.3440 -0.5685 -0.3930
```
Positions in Å, forces in eV/Å.

Results
HOMO (alpha / beta)	-0.64914 / -0.72170	Ha
2S+1	5
net charge	+3

---

No. 2
Molecular formula: C5H6F3O5P
Method: DFT, ωB97M-V with the def2-TZVPD basis set

```
20
Properties=species:S:1:pos:R:3:forces:R:3
C 0.149 -0.548 1.668 1.1988 -2.7332 0.3230
C 1.049 -1.860 1.536 -2.7098 -0.7649 -0.9067
C -0.893 -0.531 0.777 -1.9633 -0.1878 -2.4573
C 0.125 0.175 -0.901 1.0345 -0.5178 0.3740
C -0.920 -0.046 -1.957 -0.5990 -2.2604 -3.9821
O 0.649 2.756 -1.773 1.6133 0.3280 -2.0768
O 1.293 2.189 0.579 -1.6187 -0.8998 0.3410
O 0.490 0.363 2.432 0.3031 0.3615 0.6691
O -1.222 2.457 -0.244 -0.9317 -0.1412 1.5299
O 1.118 -0.575 -0.971 0.8797 0.1768 -0.8838
F -2.038 0.552 -1.746 -1.4703 0.8585 -0.0822
F -0.470 0.320 -3.286 -0.2910 0.1252 2.2280
F -1.332 -1.376 -2.294 0.8398 0.5910 1.2072
P 0.144 2.026 -0.614 0.6846 1.2311 1.6314
H 0.520 -2.900 1.833 0.8212 2.3806 -0.9600
H 1.408 -1.819 0.466 -0.5186 -0.3659 0.8844
H 1.854 -1.758 2.171 1.9272 0.2787 1.5013
H -1.249 -1.396 0.170 0.6923 0.3050 1.0177
H -1.599 0.262 0.769 -0.5183 0.7256 0.4619
H 0.924 1.708 1.385 0.6263 0.5091 -0.8201
```
Positions in Å, forces in eV/Å.

Results
HOMO	-0.02022	Ha
net charge	-2

---

No. 3
Molecular formula: C5H5N
Method: DFT, ωB97M-V with the def2-TZVPD basis set

```
11
Properties=species:S:1:pos:R:3:forces:R:3
C 0.168 -1.050 -0.758 0.3009 -0.3628 0.0099
C 1.036 -0.061 -0.990 -0.1042 -0.2392 0.0242
C 0.190 0.927 -0.247 -0.4894 0.0380 -0.3536
N 0.517 1.123 1.177 -0.4624 -0.1259 0.1442
C -0.349 0.221 1.467 0.2525 -0.0665 0.4549
C -0.795 -0.306 0.128 -0.0068 0.1607 -0.1066
H 0.091 -2.057 -1.144 0.1665 -0.1818 0.2340
H 2.039 -0.038 -1.404 -0.2685 0.1635 -0.0469
H -0.281 1.773 -0.731 0.1554 0.1302 -0.0899
H -0.756 0.037 2.458 0.2503 -0.2708 0.0955
H -1.859 -0.567 0.044 0.2057 0.7545 -0.3657
```
Positions in Å, forces in eV/Å.

Results
HOMO	-0.34880	Ha

---

E in eV, matching the order above: -26473.9957; -32962.0643; -6752.3796